No. 1
ORCA calculation (ωB97M-V with the def2-TZVPD basis set) on a structure of composition C15H21BBrF4InN2O3Si.

XYZ file:
```
49
Properties=species:S:1:pos:R:3:forces:R:3:nbo_charge:R:1
In -0.2658 -0.4052 -0.4650 -0.2 0.2 0.3 1.87
C -0.6868 -2.4663 3.4162 0.0 -0.1 0.1 -0.68
C -0.9037 -1.3617 2.4170 0.2 0.2 0.0 0.54
O -0.6736 -1.6954 1.2073 0.0 0.0 -0.1 -0.77
C -1.2966 -0.1114 2.8641 -0.1 0.0 -0.1 -0.49
C -1.4864 1.0505 2.0706 0.1 -0.2 0.2 0.33
C -1.9440 2.2917 2.7886 0.0 0.1 0.0 -0.66
N -1.2802 1.0923 0.7831 -0.1 0.4 0.0 -0.48
N -1.5583 2.3289 0.1741 0.1 -0.4 0.1 -0.45
C -1.3987 2.2417 -1.1150 0.0 0.1 -0.3 0.52
O -1.0271 1.2153 -1.7863 0.0 0.1 0.1 -0.79
C -1.7008 3.4866 -1.9034 0.0 -0.1 0.1 0.01
C -1.6328 3.4392 -3.2906 0.0 0.0 -0.1 -0.22
C -1.9288 4.5659 -4.0510 0.0 0.0 0.1 -0.23
C -2.2911 5.7535 -3.4295 0.0 0.0 0.0 -0.24
C -2.3498 5.8074 -2.0398 0.0 -0.1 0.0 -0.24
C -2.0559 4.6822 -1.2835 0.0 0.1 0.0 -0.21
H -1.1787 -3.3709 3.0553 0.0 0.0 0.0 0.20
H -1.0620 -2.2061 4.4066 0.0 0.0 0.0 0.19
H 0.3885 -2.6457 3.4764 -0.1 0.0 0.0 0.26
H -1.4306 0.0091 3.9293 0.0 0.0 0.0 0.19
H -2.1621 2.0546 3.8288 0.0 0.0 0.0 0.20
H -2.8186 2.7219 2.3026 0.0 0.0 0.0 0.23
H -1.1580 3.0482 2.7460 0.0 0.0 0.0 0.23
H -1.3400 2.5032 -3.7495 0.0 0.0 0.0 0.24
H -1.8721 4.5156 -5.1326 0.0 0.0 0.0 0.20
H -2.5221 6.6321 -4.0210 0.0 0.0 0.0 0.19
H -2.6228 6.7327 -1.5450 0.0 0.0 0.0 0.19
H -2.0946 4.7020 -0.2019 0.0 0.0 0.0 0.23
C 1.2000 -0.3071 -4.2002 -0.1 0.0 -0.2 -1.15
Si 2.1923 -0.7934 -2.6909 -0.1 0.2 0.3 1.95
C 2.3971 -2.6522 -2.7112 0.0 -0.2 0.0 -1.15
C 3.9011 -0.0485 -2.8829 0.2 0.1 0.0 -1.14
O 1.5408 -0.2507 -1.3207 0.2 -0.2 -0.2 -1.31
H 1.6734 -0.6658 -5.1217 0.0 0.0 0.0 0.20
H 1.1028 0.7816 -4.2538 0.0 0.0 0.0 0.23
H 0.1934 -0.7292 -4.1306 0.0 0.0 0.0 0.25
H 2.9165 -2.9982 -3.6119 0.0 0.0 0.0 0.20
H 1.4139 -3.1285 -2.6665 0.0 0.0 0.0 0.25
H 2.9688 -2.9717 -1.8345 0.0 0.0 0.0 0.23
H 4.4034 -0.4281 -3.7801 0.0 0.0 0.0 0.20
H 4.5129 -0.2883 -2.0084 0.0 0.0 0.0 0.24
H 3.8343 1.0410 -2.9571 0.0 0.0 0.0 0.22
F 1.5119 0.0535 1.5298 0.1 0.1 0.1 -0.57
B 2.5093 -0.1094 2.5260 0.0 0.0 0.0 1.36
F 2.6425 1.0953 3.2463 0.0 -0.1 0.0 -0.58
F 2.1142 -1.1424 3.4100 0.1 0.1 0.0 -0.59
F 3.7326 -0.4505 1.9258 0.0 0.0 0.1 -0.58
Br -1.4827 -2.1681 -1.8951 -0.2 -0.2 -0.2 -0.64
```
Positions in Å, forces in eV/Å.

highest occupied orbital energy	-1.8	eV
total charge	-2
gap between HOMO and LUMO	0.23720	hartree
relative energy (zero: lowest compared OMol25 entry of this formula, charge and spin)	0.120	eV

No. 2
ORCA calculation (ωB97M-V with the def2-TZVPD basis set) on a structure of composition C15H21BF4GaGe2O7P2.

XYZ file:
```
53
Properties=species:S:1:pos:R:3:forces:R:3:mulliken_spin:R:1
Ga 0.0490 -0.7033 0.7957 0.0 0.0 0.1 0.06
O -0.9144 2.9982 2.1614 0.0 0.0 0.0 0.00
P -0.4958 2.2916 0.8210 -0.1 0.0 0.0 0.00
O -0.8622 3.0007 -0.3979 0.0 0.0 0.0 0.00
O -0.9649 0.8014 0.9287 0.0 0.1 0.0 0.01
O 1.1346 2.1688 0.9380 0.0 0.0 0.0 0.00
P 1.8082 1.2980 2.1122 0.0 0.0 0.1 0.00
O 3.3617 1.5681 1.9336 0.0 0.0 0.0 0.00
O 1.2614 1.6925 3.4217 0.0 0.0 -0.1 0.00
O 1.6494 -0.1664 1.6433 0.0 0.1 0.0 0.00
H -0.4080 2.6416 2.9210 0.0 0.0 0.0 0.00
H 3.6623 2.2830 2.5079 0.0 0.0 0.0 0.00
F -1.0888 -3.9926 1.5286 0.0 0.0 0.0 0.00
B -1.5908 -2.7380 1.7528 0.0 -0.1 0.0 0.02
F -1.8503 -2.0524 0.5338 0.0 0.0 0.0 0.00
F -2.5773 -2.6455 2.6578 0.0 0.0 0.0 0.00
F -0.3995 -1.8973 2.2371 0.0 0.1 0.0 0.00
C 2.4307 -3.3729 1.5735 0.0 0.0 0.0 0.02
Ge 2.9063 -2.7140 -0.1832 0.0 0.1 0.0 0.33
C 3.2031 -4.1260 -1.4909 0.0 0.0 0.0 0.03
C 4.1833 -1.2570 -0.2683 0.0 0.0 0.0 0.04
Ge 0.7545 -1.5904 -1.3699 0.0 0.0 0.0 0.21
C -0.0147 -3.0588 -2.3376 0.0 0.0 0.0 0.05
C -0.5008 -4.1848 -1.6674 0.0 0.0 0.0 0.01
C -1.0421 -5.2407 -2.3823 0.0 0.0 0.0 -0.02
C -1.1046 -5.1823 -3.7690 0.0 0.0 0.0 0.04
C -0.6304 -4.0651 -4.4434 0.0 0.0 0.0 -0.02
C -0.0856 -3.0066 -3.7328 0.0 0.0 0.0 0.04
C 1.5432 -0.2893 -2.5576 0.0 0.0 0.0 0.11
C 2.3829 -0.6837 -3.6046 0.0 0.0 0.0 0.03
C 2.9759 0.2635 -4.4232 0.0 0.0 0.0 -0.01
C 2.7252 1.6153 -4.2130 0.0 0.0 0.0 0.02
C 1.8845 2.0166 -3.1862 0.0 0.0 0.0 -0.01
C 1.3014 1.0695 -2.3548 0.0 0.0 0.0 0.01
H 3.2469 -4.0204 1.9041 0.0 0.0 0.0 0.01
H 1.5121 -3.9561 1.5453 0.0 0.0 0.0 0.00
H 2.3189 -2.5501 2.2753 0.0 0.0 0.0 -0.01
H 4.1295 -4.6381 -1.2181 0.0 0.0 0.0 0.02
H 3.3100 -3.7223 -2.4958 0.0 0.0 0.0 0.00
H 2.3827 -4.8409 -1.4781 0.0 0.0 0.0 0.00
H 5.1512 -1.6464 0.0584 0.0 0.0 0.0 0.01
H 3.8855 -0.4477 0.3933 0.0 0.0 0.0 -0.01
H 4.2749 -0.8865 -1.2883 0.0 0.0 0.0 0.00
H -0.4776 -4.2336 -0.5864 0.0 0.0 0.0 0.00
H -1.4253 -6.1050 -1.8561 0.0 0.0 0.0 0.00
H -1.5318 -6.0067 -4.3249 0.0 0.0 0.0 0.00
H -0.6903 -4.0154 -5.5227 0.0 0.0 0.0 0.00
H 0.2720 -2.1344 -4.2660 0.0 0.0 0.0 0.00
H 2.5782 -1.7361 -3.7834 0.0 0.0 0.0 0.00
H 3.6303 -0.0496 -5.2265 0.0 0.0 0.0 0.00
H 3.1849 2.3545 -4.8562 0.0 0.0 0.0 0.00
H 1.6723 3.0646 -3.0214 0.0 0.0 0.0 0.00
H 0.6388 1.4221 -1.5733 0.0 0.0 0.0 0.00
```
Positions in Å, forces in eV/Å.

highest occupied orbital energy (alpha / beta)	-9.0 / -10.0	eV
gap between HOMO and LUMO (alpha / beta)	0.32934 / 0.23828	hartree
relative energy (zero: lowest compared OMol25 entry of this formula, charge and spin)	0.000	eV
multiplicity	2

No. 3
ORCA calculation (ωB97M-V with the def2-TZVPD basis set) on a cluster of 3 separate species, C15H21Br4ClN3O in total in a non-equilibrium geometry.

XYZ file:
```
45
Properties=species:S:1:pos:R:3:forces:R:3:nbo_charge:R:1
C 1.7550 3.0403 1.6754 -0.5 -0.3 0.5 -0.17
C 1.5705 2.2819 0.7696 -0.2 0.2 -0.5 -0.06
C 1.1990 1.4121 -0.3518 0.9 -0.1 0.8 -0.31
N 0.1779 0.4552 0.1205 -0.6 1.1 -2.0 -0.39
C 0.0846 -0.7932 -0.6701 -0.6 -1.4 0.4 -0.23
C -0.6231 -1.8409 0.1919 0.3 0.6 0.2 -0.39
C -1.5742 -1.1253 1.1654 -0.8 -1.2 0.4 -0.12
C -0.9674 -0.9296 2.4963 0.6 0.6 -0.8 -0.09
C -0.2214 -0.5953 3.3700 0.0 -0.1 0.3 -0.14
N -2.0644 0.1591 0.6215 1.2 1.1 0.8 -0.38
C -3.0606 0.8172 1.4929 -0.9 -0.5 -1.2 -0.33
C -4.3419 1.2456 0.7635 0.0 0.0 0.1 0.55
O -5.3396 1.4708 1.3451 0.0 0.1 0.0 -0.45
Cl -4.2912 1.3599 -1.0239 0.1 -0.1 0.3 -0.07
C -1.0514 0.9902 0.2536 -0.2 -0.7 0.3 0.83
N -1.2911 2.3131 0.0623 -0.1 0.9 0.8 -0.93
H 1.7083 3.5843 2.5888 0.5 0.3 -0.1 0.25
H 0.8747 2.0022 -1.2052 -0.2 0.0 -0.1 0.25
H 2.0859 0.8426 -0.6211 -0.1 -0.2 -0.2 0.26
H -0.5324 -0.6526 -1.5575 0.1 0.5 -0.1 0.22
H 1.0492 -1.1547 -1.0046 0.3 0.3 0.3 0.25
H 0.1133 -2.3520 0.8037 -0.1 -0.3 -0.1 0.24
H -1.1820 -2.5217 -0.4413 0.1 -0.2 0.0 0.24
H -2.4367 -1.7725 1.3236 -0.2 0.1 -0.3 0.25
H 0.4522 -0.3191 4.1452 -0.1 0.0 0.2 0.25
H -3.4136 0.0919 2.2200 0.1 -0.1 0.1 0.27
H -2.6440 1.6685 2.0175 0.0 0.1 0.0 0.25
H -0.9537 2.9932 0.7252 0.5 0.0 -0.1 0.44
H -1.8464 2.6781 -0.7001 -0.2 -0.4 0.4 0.45
Br 5.9100 -2.7297 2.4534 -0.1 0.1 0.0 0.01
C 4.0613 -3.1935 2.8255 0.3 -0.1 0.0 -0.46
C 3.1817 -2.9540 1.6285 -0.2 0.0 0.0 -0.43
Br 2.8170 -1.0514 1.3805 0.2 -0.1 0.1 -0.04
H 3.7584 -2.6149 3.6921 -0.1 0.0 0.0 0.23
H 4.0707 -4.2507 3.0808 -0.1 0.0 0.0 0.24
H 2.2077 -3.4196 1.7697 0.0 0.0 0.0 0.22
H 3.6235 -3.3106 0.7039 0.1 0.0 0.0 0.24
Br -0.1708 -1.2020 -4.7742 -0.1 0.0 0.0 -0.01
C -0.4902 0.6120 -5.4023 0.1 -0.2 0.0 -0.45
C -0.1111 1.6253 -4.3587 -0.1 0.2 -0.1 -0.43
Br -1.4502 1.7100 -2.9378 0.0 -0.2 -0.6 -0.04
H -1.5360 0.6688 -5.6855 0.0 0.0 0.0 0.24
H 0.1321 0.7288 -6.2863 0.0 0.0 0.0 0.25
H -0.0795 2.6263 -4.7830 0.0 0.0 0.0 0.24
H 0.8396 1.4056 -3.8829 0.0 0.0 0.0 0.23
```
Positions in Å, forces in eV/Å.

highest occupied orbital energy	-12.3	eV
total charge	+1
gap between HOMO and LUMO	0.32221	hartree